[1]
ORCA calculation (wB97M-V/def2-TZVPD) on a molecular structure, C28H19F5InN2O4S2.

Cartesian coordinates (Å):
In  -1.0151  -0.0493  0.5475
S  -2.5208  2.0869  -1.4271
S  0.9105  1.5821  1.1011
F  2.4627  -0.8554  1.6569
F  3.4609  -1.6760  4.1030
F  3.2946  -0.0364  6.2656
F  2.1513  2.4250  6.0648
F  0.7672  3.0299  3.7475
O  -2.2308  -0.1446  2.2230
O  -1.8754  1.1572  -2.3461
O  -3.8869  2.5212  -1.6694
O  -4.3338  0.2937  2.9565
N  -2.4348  1.4933  0.0782
N  -0.7009  -1.7782  -0.4275
C  -0.2017  -2.8504  -0.8168
C  -3.6714  1.3298  0.8768
C  -3.4107  0.4078  2.1593
C  1.9967  -4.1150  -0.4995
C  0.8074  -3.6018  0.0427
C  -0.4277  -4.7614  -2.4163
C  0.6477  -3.5968  1.4396
C  -1.3148  -2.6258  -3.0961
C  1.6301  -4.1366  2.2619
C  2.8141  -4.5835  1.7139
C  0.6569  4.4772  -2.1131
C  -0.7937  -5.3267  -3.6107
C  -1.4520  3.4901  -1.4795
C  1.5745  1.9531  3.7578
C  0.2822  5.6969  -1.5119
C  -1.4510  -4.5504  -4.5781
C  2.7884  -0.5089  3.9817
C  2.2927  -0.0980  2.7656
C  1.2024  6.9172  -1.6417
C  2.9768  -4.6307  0.3327
C  2.7270  0.3418  5.0944
C  -1.7773  -3.2341  -4.3003
C  -0.6430  -3.4015  -2.1392
C  -0.9847  5.7611  -0.9172
C  2.1782  1.5943  4.9542
C  -0.2326  3.4033  -2.1656
C  -1.8361  4.6744  -0.8500
C  1.5369  1.0970  2.6460
H  -2.8158  4.7583  -0.3268
H  -1.6484  -4.9819  -5.5367
H  -0.2555  -3.1110  1.8235
H  1.4836  -4.0912  3.3607
H  -4.4537  0.8686  0.2451
H  -0.6906  -6.3922  -3.7824
H  -2.3648  -2.6117  -4.9907
H  -1.5555  -1.6009  -2.8426
H  1.6088  4.3726  -2.6368
H  0.0681  -5.3519  -1.6330
H  1.8457  6.8143  -2.5453
H  2.0935  -4.2304  -1.5943
H  3.9015  -5.0735  -0.0874
H  -4.0095  2.2898  1.2298
H  0.6307  7.8576  -1.8184
H  3.6384  -4.9039  2.3690
H  1.8671  7.0651  -0.7960
H  0.0243  2.4742  -2.7418
H  -1.3319  6.6758  -0.4602

Properties
E_LUMO: 2.3 eV
Spin multiplicity: 1
Largest force on an atom: 0.0348 Eh/bohr
Net charge: -1


[2]
ORCA calculation (wB97M-V/def2-TZVPD) on a molecular structure, C28H20BCrN2O10.

Cartesian coordinates (Å):
Cr  -0.3271  -0.5084  0.1476
O  -0.8999  4.8906  5.8338
O  -0.6830  -2.7731  0.0863
O  -2.2091  -3.7489  1.1427
O  1.1309  -1.1914  1.4666
O  0.7139  -1.0879  -1.6645
O  2.6735  -0.0454  2.6310
O  -1.9770  -1.5773  1.0684
O  -0.6354  1.0419  1.7819
O  1.9069  0.3839  0.5848
O  1.4425  -4.2483  -6.2301
N  2.0349  -0.2979  1.6332
N  -1.6812  -2.7798  0.7597
C  2.5906  -5.0263  -3.7188
C  0.0964  0.6132  -5.7596
C  0.9404  -2.0368  -5.3134
C  -0.2314  0.2133  4.4680
C  -1.4754  4.1825  3.5843
C  -0.4809  0.7303  6.7948
C  0.4237  0.2270  -4.3800
C  -0.7834  1.8668  2.7249
C  -1.3387  3.2416  2.5250
C  -1.7882  3.4992  1.2624
C  -0.9281  3.9746  4.9450
C  1.8566  -2.9363  -2.7183
C  1.9897  -3.7637  -3.8627
C  0.8123  -1.1529  -4.1523
C  -2.1751  5.3752  3.3319
C  -0.4536  1.5724  4.1473
C  0.2759  -0.2492  -6.8214
C  1.0585  -1.6497  -2.7717
C  -2.3393  4.7724  1.0106
C  2.9255  -4.5655  -1.3839
C  3.0780  -5.4107  -2.4469
C  1.4109  -3.4579  -5.1815
C  -0.5896  2.5145  5.1605
C  2.3186  -3.3105  -1.4730
C  0.6676  -1.5020  -6.5787
C  -2.6276  5.6616  2.0409
C  -0.2801  -0.1905  5.7867
C  -0.5645  2.1085  6.4912
B  -1.4173  0.7806  -1.0827
H  -0.4083  1.5146  -6.0744
H  -1.5153  -0.1087  -1.6859
H  2.3091  -2.7409  -0.5555
H  -0.3982  1.0377  -0.8387
H  -0.0010  -0.5227  3.7119
H  2.8535  -5.6392  -4.5683
H  0.8180  -2.1365  -7.4396
H  -0.4364  0.4012  7.8224
H  -2.6946  5.0477  0.0286
H  -0.8379  2.8653  7.2116
H  -1.8425  1.6088  -1.6282
H  -2.4272  6.0150  4.1647
H  3.4591  -4.8468  -0.4881
H  0.1728  0.9303  -3.5997
H  -1.8587  2.7484  0.4892
H  3.4324  -6.4093  -2.2377
H  -1.9414  0.6118  -0.1548
H  0.1466  0.1558  -7.8142
H  -0.1312  -1.2391  5.9982
H  -3.1604  6.5665  1.7889

Properties
E_LUMO (alpha / beta): -2.3 / -2.1 eV
Spin multiplicity: 4
Largest force on an atom: 0.1193 Eh/bohr
Expectation value of S²: 3.798
Net charge: 0


- Look up the net charge of the first one.
  -1


- Which formula does entry 2 have?
  C28H20BCrN2O10


- The lowest spin multiplicity belongs to which entry?
  C28H19F5InN2O4S2


- What is the formula in the second record?
  C28H20BCrN2O10